C37H39N5O3PdS as an isolated structure, computed with ωB97M-V with the def2-TZVPD basis set.

Each line ends with the Löwdin charge.
Element x y z (Å)
Pd: 0.28928 -0.19315 0.09173  0.51
S: -2.62834 4.38874 -0.36365  0.95
O: 3.12489 -0.06207 -3.52319  -0.05
O: -1.29119 -2.96078 -0.93964  -0.18
O: 3.28698 -1.92438 3.26703  -0.06
N: 2.59400 -0.89636 -0.09157  0.12
N: 0.56076 1.54802 1.30481  -0.05
N: 1.14778 -0.45861 -2.38809  0.10
N: -2.18533 7.92275 2.52470  0.03
N: 1.24230 -1.54760 2.24226  0.10
C: 0.43164 -4.57645 -0.82985  -0.07
C: -2.43709 5.75350 0.76490  -0.52
C: 4.62608 -0.75567 -1.32686  -0.03
C: -2.56455 5.58362 2.13858  -0.07
C: -2.42439 6.68586 2.96453  -0.16
C: -1.39591 3.28181 0.27614  -0.58
C: 0.47794 -1.62571 3.39349  -0.22
C: -0.55923 -3.86729 -1.72700  -0.28
C: -0.76500 1.31973 1.50678  -0.22
C: -2.17374 7.03328 0.29623  -0.10
C: 3.24231 -0.66486 -1.23338  -0.19
C: -0.68898 -3.57543 2.33178  -0.06
C: -1.39996 -2.63616 4.55257  -0.09
C: -0.71827 0.39472 -3.71409  -0.22
C: -1.28043 -1.72577 5.59405  -0.14
C: -1.76385 2.17854 1.00882  -0.12
C: 0.55664 -1.51989 -4.49762  -0.22
C: 2.45503 -0.34380 -2.50314  -0.52
C: -0.88567 1.55927 -2.79109  -0.06
C: 0.36134 -0.50457 -3.53251  -0.21
C: -1.60108 0.21146 -4.77016  -0.09
C: 2.55198 -1.60366 2.30101  -0.51
C: -0.54605 -2.59503 3.45834  -0.22
C: 0.88218 2.61461 0.53018  -0.16
C: -0.28924 -0.75703 5.52099  -0.09
C: -2.24267 -2.22221 -1.67990  -0.28
C: 1.73414 -2.44688 -4.39868  -0.06
C: 3.27539 -1.26786 0.99363  -0.17
C: -1.44223 -0.82536 -5.67938  -0.13
C: 1.61025 0.41144 4.37528  -0.05
C: -2.65376 -1.04328 -0.83174  -0.08
C: 5.34397 -1.10985 -0.19670  -0.08
C: -0.03058 3.50387 0.01926  -0.13
C: 0.58802 -0.68514 4.44458  -0.21
C: -2.06389 8.07295 1.20884  -0.17
C: -0.35349 -1.67105 -5.53803  -0.09
C: 4.66382 -1.37776 0.97794  -0.03
H: -2.05283 7.21197 -0.76398  0.10
H: -1.73902 -0.54993 -0.43579  0.02
H: -2.43267 0.90238 -4.87748  0.09
H: -0.19392 -0.02167 6.31531  0.09
H: -1.85655 9.07981 0.85938  0.09
H: 6.42561 -1.18979 -0.23544  0.09
H: 1.58274 -3.33248 -5.02108  0.07
H: 0.29414 4.34738 -0.57620  0.10
H: -0.12270 2.31901 -2.98733  0.09
H: -0.73795 1.25384 -1.75021  0.03
H: -0.07392 -5.25091 -0.13572  0.07
H: -1.65579 -4.08396 2.37556  0.07
H: -1.86957 2.01911 -2.90801  0.07
H: 2.61723 0.00281 4.48214  0.07
H: 1.42825 1.15445 5.15646  0.06
H: -0.59219 -3.07771 1.36645  0.04
H: -2.80640 1.96672 1.21126  0.10
H: 2.64916 -1.93298 -4.69978  0.07
H: -3.19752 -0.30348 -1.42391  0.07
H: -2.17834 -3.39405 4.57931  0.09
H: -2.51326 6.57023 4.03977  0.10
H: -0.19825 -2.47667 -6.25051  0.09
H: 1.94278 2.73976 0.33687  0.10
H: -1.24313 -4.57985 -2.21678  0.12
H: 1.56438 0.89924 3.39861  0.06
H: -3.09789 -2.87122 -1.92889  0.11
H: 5.15372 -1.67924 1.89228  0.10
H: -2.75181 4.60158 2.55258  0.11
H: 1.90044 -2.76233 -3.36583  0.07
H: -1.95849 -1.75951 6.43970  0.07
H: -2.14851 -0.96435 -6.49011  0.08
H: 0.10057 -4.33304 2.36865  0.08
H: -1.79896 -1.87544 -2.61990  0.10
H: 1.14562 -5.15093 -1.42478  0.07
H: -0.03612 -3.31874 -2.51538  0.09
H: 0.98142 -3.83448 -0.24725  0.07
H: -3.26696 -1.34887 0.01890  0.07
H: 5.08492 -0.54717 -2.28269  0.10
H: -1.01010 0.55005 2.23162  0.10

Cartesian forces, eV/Å:
Pd 0.163 0.729 0.308
S 0.127 0.130 -0.033
O -0.019 0.096 0.079
O -0.155 -0.079 0.047
O -0.058 0.088 -0.017
N -0.032 -0.182 0.001
N 0.152 -0.044 0.170
N -0.333 0.118 -0.002
N 0.019 0.056 0.011
N -0.054 0.083 -0.043
C 0.042 0.002 -0.015
C -0.020 -0.108 -0.027
C 0.002 0.024 0.010
C 0.079 0.019 0.071
C -0.006 -0.055 -0.043
C -0.140 -0.035 0.090
C -0.022 -0.045 0.021
C 0.081 -0.001 -0.021
C 0.142 -0.570 -0.306
C -0.104 0.044 -0.028
C -0.035 0.129 0.012
C 0.022 -0.009 -0.016
C -0.015 0.018 -0.017
C 0.151 -0.167 -0.021
C -0.006 -0.004 -0.008
C -0.039 -0.033 -0.149
C -0.008 -0.035 0.000
C 0.104 -0.075 0.009
C 0.115 0.040 0.161
C 0.101 0.075 -0.110
C -0.027 -0.023 0.010
C 0.050 -0.023 0.053
C 0.011 0.016 0.026
C -0.054 -0.069 -0.208
C 0.010 -0.011 0.002
C 0.091 0.033 0.025
C -0.042 -0.088 -0.036
C 0.030 -0.044 -0.036
C -0.017 0.020 -0.019
C 0.008 -0.029 -0.037
C 0.058 0.129 0.018
C 0.000 -0.014 -0.002
C 0.037 0.003 -0.037
C -0.024 -0.023 -0.021
C -0.022 -0.031 -0.006
C 0.038 -0.026 -0.001
C -0.005 -0.013 -0.027
H 0.024 0.003 -0.001
H -0.331 -0.081 -0.120
H 0.009 0.000 0.002
H -0.002 -0.004 0.000
H -0.003 -0.001 0.000
H 0.002 0.007 0.001
H -0.015 -0.008 0.004
H -0.006 0.000 0.011
H -0.010 -0.006 0.013
H -0.036 -0.007 0.058
H 0.013 0.030 0.002
H 0.008 -0.013 0.010
H -0.004 0.009 0.010
H 0.018 -0.012 0.024
H 0.015 -0.009 -0.005
H -0.059 0.021 0.070
H -0.001 -0.008 -0.010
H -0.037 -0.011 -0.024
H -0.038 -0.023 0.003
H 0.002 0.005 0.003
H -0.002 0.003 -0.007
H -0.003 0.003 0.004
H -0.014 0.016 0.023
H 0.012 -0.038 0.007
H 0.023 0.005 0.008
H -0.010 0.018 -0.018
H 0.001 0.001 0.004
H 0.015 -0.007 0.000
H -0.020 -0.026 0.019
H -0.001 -0.003 0.002
H -0.003 0.003 0.000
H 0.017 0.022 -0.001
H 0.023 -0.006 -0.002
H -0.031 -0.013 -0.011
H 0.009 0.035 -0.057
H 0.024 -0.006 -0.026
H 0.023 -0.008 0.009
H 0.005 0.000 0.006
H -0.015 0.094 0.149

For the energy relative to the best compared isomer or geometry (same formula, charge and spin), the calculation gives 0.000 eV. As for the strongest force on any atom: 0.8 eV/A. For the frontier orbital gap, the calculation gives 0.189 hartree. The charge is -2.